Entry 1:
DFT (ωB97M-V/def2-TZVPD) results for C20H29N11O9PSSc as an isolated structure.

## Properties
ΔE to the lowest compared entry with this formula, charge and spin = 1.401 eV
charge = +2
multiplicity = 1
frontier orbital gap = 6.1539 eV

Atoms and positions in Å:
Sc -0.274 -0.411 -1.252
C -2.851 -3.780 0.801
C -2.152 -2.573 0.277
N -1.206 -2.628 -0.619
N -0.889 -3.911 -0.982
C -0.590 -4.385 -2.112
N -0.403 -5.682 -2.313
S -0.410 -3.368 -3.673
C -2.585 -1.244 0.718
C -3.312 -1.061 1.893
C -3.830 0.190 2.180
C -3.608 1.219 1.283
C -2.814 0.973 0.170
N -2.292 -0.219 -0.111
H -2.968 -4.514 0.006
H -3.828 -3.540 1.208
H -2.252 -4.259 1.578
H -0.563 -6.329 -1.555
H -0.225 -6.054 -3.231
H -3.463 -1.882 2.573
H -4.408 0.350 3.075
H -4.044 2.193 1.430
H -2.626 1.758 -0.549
O 0.250 -0.958 -3.276
N 0.094 -2.115 -2.783
C -0.174 1.392 3.127
N 0.671 0.210 3.176
C 1.489 0.156 4.379
P 1.363 -0.357 1.757
O 0.362 -0.179 0.633
N 1.768 -1.962 2.013
C 0.790 -2.794 2.700
C 2.269 -2.594 0.800
N 2.807 0.382 1.362
C 2.725 1.782 0.988
C 4.084 -0.009 1.925
H -0.909 1.335 3.932
H -0.693 1.431 2.170
H 0.401 2.313 3.266
H 0.831 0.149 5.250
H 2.146 1.026 4.468
H 2.093 -0.748 4.378
H 0.395 -2.261 3.560
H 1.287 -3.703 3.046
H -0.039 -3.068 2.040
H 3.024 -1.954 0.343
H 1.463 -2.788 0.065
H 2.725 -3.547 1.074
H 1.697 2.008 0.695
H 3.403 1.974 0.152
H 3.014 2.444 1.811
H 4.025 -1.023 2.307
H 4.388 0.663 2.729
H 4.843 0.040 1.142
O -0.100 6.633 -4.863
N 0.745 6.006 -4.286
O 1.865 6.356 -4.023
C 0.356 4.667 -3.824
C -0.974 4.265 -3.984
C -1.385 3.066 -3.454
C -0.495 2.202 -2.737
O -0.915 1.158 -2.140
C 0.889 2.599 -2.730
C 1.290 3.838 -3.243
N 1.862 1.752 -2.184
O 3.024 2.054 -2.228
O 1.501 0.675 -1.635
N -2.763 2.637 -3.631
O -3.346 3.075 -4.583
O -3.213 1.867 -2.809
H -1.669 4.916 -4.506
H 2.327 4.147 -3.166

Forces on atoms 1 to 3 (eV/Å):
Sc -0.2335 -0.4708 1.0924
C -0.0278 -0.1597 -0.0551
C 0.5288 -0.5436 -0.5158

***

Entry 2:
DFT (ωB97M-V/def2-TZVPD) results for one molecule with the formula C20H29N3O3S.

## Properties
ΔE to the lowest compared entry with this formula, charge and spin = 3.320 eV
charge = 0
multiplicity = 1
frontier orbital gap = 8.7257 eV

Atoms and positions in Å:
C -0.578 -1.307 -3.783
C -0.512 -0.212 -2.727
C 0.917 0.221 -2.408
C 1.003 1.535 -1.596
C 0.006 1.634 -0.444
O -1.151 1.864 -0.692
N 0.387 1.320 0.890
C 0.192 -0.082 1.252
C 1.642 1.926 1.344
C 2.901 1.049 1.255
N 2.947 0.358 2.541
C 3.166 -0.965 2.749
O 2.961 -1.485 3.837
C 3.653 -1.762 1.585
C 3.577 -3.088 1.637
C 3.967 -3.958 0.544
C 3.956 -5.306 0.407
C 4.441 -5.523 -0.914
C 4.645 -6.814 -1.628
N 4.711 -4.393 -1.506
O 4.419 -3.394 -0.589
C 2.294 1.140 3.590
C 1.607 2.265 2.833
C 1.786 3.694 3.267
C 0.454 3.010 3.416
S 1.904 -1.134 -1.666
C 2.926 -1.596 -3.082
H -1.613 -1.570 -4.000
H -0.114 -0.982 -4.718
H -0.067 -2.209 -3.444
H -1.071 0.667 -3.057
H -1.000 -0.551 -1.811
H 1.430 0.435 -3.349
H 2.030 1.682 -1.266
H 0.744 2.346 -2.280
H -0.789 -0.399 0.901
H 0.948 -0.755 0.832
H 0.203 -0.184 2.337
H 1.776 2.842 0.767
H 2.862 0.352 0.423
H 3.783 1.687 1.134
H 4.038 -1.269 0.703
H 3.193 -3.561 2.532
H 3.646 -6.037 1.133
H 3.721 -7.391 -1.655
H 4.977 -6.625 -2.647
H 5.399 -7.415 -1.118
H 1.599 0.495 4.131
H 3.023 1.510 4.315
H 2.369 3.873 4.161
H 1.886 4.452 2.500
H -0.344 3.281 2.739
H 0.135 2.738 4.414
H 3.570 -2.410 -2.756
H 2.308 -1.941 -3.909
H 3.544 -0.759 -3.401

Forces on atoms 1 to 3 (eV/Å):
C 0.0014 0.0031 0.0018
C 0.0088 0.0065 0.0013
C 0.0108 -0.0019 -0.0124

***

Entry 3:
DFT (ωB97M-V/def2-TZVPD) results for a 4-piece molecular cluster, C20H29N3O4S2 overall.

## Properties
ΔE to the lowest compared entry with this formula, charge and spin = 2.837 eV
charge = 0
multiplicity = 1
frontier orbital gap = 8.4558 eV

Atoms and positions in Å:
C -3.432 1.952 0.830
S -2.298 3.068 0.039
O -1.867 2.462 -1.196
O -2.945 4.333 -0.100
C -0.901 3.171 1.257
O -0.963 4.478 1.776
C -0.164 5.273 0.932
O -0.526 6.319 0.448
C 1.104 4.469 0.790
C 0.522 3.052 0.674
C 0.787 2.241 -0.581
C 2.286 1.866 -0.662
C 2.919 2.412 -1.932
S 4.735 2.409 -1.866
H -4.278 1.830 0.178
H -2.948 1.002 1.004
H -3.698 2.373 1.789
H -1.115 2.403 1.985
H 1.539 4.503 1.775
H 1.809 4.761 0.035
H 1.051 2.490 1.438
H 0.496 2.800 -1.456
H 0.213 1.332 -0.559
H 2.792 2.296 0.189
H 2.396 0.791 -0.618
H 2.578 3.425 -2.071
H 2.582 1.824 -2.772
H 4.960 3.724 -1.836
N 3.746 -1.263 -2.643
C 3.261 -2.540 -2.548
C 3.151 -3.041 -3.817
C 3.591 -2.027 -4.712
C 3.954 -0.944 -3.957
H 3.925 -0.654 -1.867
H 3.040 -2.979 -1.591
H 2.798 -4.024 -4.077
H 3.638 -2.088 -5.786
H 4.340 0.021 -4.238
N 0.175 -1.868 0.009
C 0.642 -2.962 0.684
C 0.189 -2.890 1.973
C -0.586 -1.703 2.082
C -0.577 -1.097 0.852
H 0.355 -1.664 -0.957
H 1.252 -3.698 0.190
H 0.386 -3.607 2.751
H -1.093 -1.338 2.960
H -1.040 -0.188 0.505
N -3.592 -3.500 1.960
C -3.574 -3.805 3.292
C -4.545 -4.743 3.522
C -5.171 -5.017 2.276
C -4.559 -4.236 1.333
H -2.982 -2.838 1.513
H -2.875 -3.332 3.959
H -4.780 -5.185 4.475
H -5.976 -5.709 2.094
H -4.728 -4.141 0.274

Forces on atoms 1 to 3 (eV/Å):
C 0.6839 0.1106 0.3830
S -0.8474 -0.4027 -1.1313
O 0.2878 -0.5282 0.2512

***

Entry 4:
DFT (ωB97M-V/def2-TZVPD) results for one molecule with the formula C20H29N3O6S.

## Properties
ΔE to the lowest compared entry with this formula, charge and spin = 0.000 eV
charge = 0
multiplicity = 1
frontier orbital gap = 10.2253 eV

Atoms and positions in Å:
C 3.297 -3.126 2.314
C 1.950 -2.479 2.208
C 0.889 -3.147 1.605
C -0.357 -2.560 1.563
C -0.595 -1.312 2.104
C 0.462 -0.630 2.683
C 1.719 -1.211 2.733
H 2.536 -0.674 3.195
H 0.307 0.352 3.104
H -1.590 -0.900 2.066
S -1.701 -3.424 0.767
O -2.890 -3.281 1.552
O -1.278 -4.744 0.399
N -1.856 -2.508 -0.653
H -2.561 -1.791 -0.503
C -2.020 -3.254 -1.889
H -2.465 -2.597 -2.640
C -0.655 -3.761 -2.386
C 0.219 -2.575 -2.703
O 0.211 -1.961 -3.736
O 0.986 -2.247 -1.648
C 1.751 -1.048 -1.742
C 3.074 -1.229 -1.012
H 3.667 -2.002 -1.493
H 2.884 -1.514 0.019
H 3.618 -0.289 -1.032
C 0.989 0.154 -1.167
O 1.521 1.245 -1.094
N -0.277 -0.116 -0.787
C -1.279 0.775 -0.329
O -2.389 0.328 -0.117
N -0.884 2.034 -0.166
H 0.071 2.265 -0.421
C -1.774 3.100 0.243
C -1.180 3.855 1.435
C 0.067 4.645 1.039
C -0.249 5.605 -0.104
C -0.789 4.840 -1.308
C -2.043 4.058 -0.924
H -2.828 4.755 -0.624
H -2.408 3.487 -1.779
H -0.023 4.157 -1.681
H -1.030 5.537 -2.113
H 0.651 6.154 -0.386
H -0.994 6.331 0.228
H 0.861 3.961 0.731
H 0.430 5.203 1.904
H -0.939 3.145 2.228
H -1.936 4.543 1.817
H -2.711 2.616 0.539
H -0.621 -1.083 -0.832
H 1.926 -0.825 -2.805
H -0.206 -4.371 -1.604
H -0.806 -4.346 -3.292
H -2.673 -4.120 -1.736
H 1.014 -4.128 1.175
H 4.090 -2.382 2.341
H 3.469 -3.803 1.481
H 3.351 -3.707 3.234

Forces on atoms 1 to 3 (eV/Å):
C -0.0411 -0.0414 0.0727
C -0.1551 0.0585 0.0076
C 0.1021 -0.0710 0.0153

***

Entry 5:
DFT (ωB97M-V/def2-TZVPD) results for C20H29N7O as an isolated structure.

## Properties
ΔE to the lowest compared entry with this formula, charge and spin = 1.858 eV
charge = 0
multiplicity = 1
frontier orbital gap = 7.1403 eV

Atoms and positions in Å:
C 8.137 1.340 0.538
C 6.925 0.647 0.238
C 5.771 1.475 0.187
C 4.419 0.731 -0.012
N 3.272 1.334 -0.159
C 2.049 0.800 -0.143
N 1.870 -0.574 -0.207
C 3.010 -1.181 -0.484
C 4.266 -0.621 -0.256
C 5.561 -1.420 -0.137
C 6.669 -0.553 0.086
C 7.891 -1.453 -0.004
H 7.811 -2.789 -0.161
H 8.698 -1.131 -0.648
H 8.495 -1.442 0.925
H 5.421 -2.478 -0.134
C 2.859 -2.829 -0.517
H 3.150 -3.278 0.373
H 3.473 -2.896 -1.513
H 1.735 -2.825 -0.588
N 0.950 1.670 -0.295
C -0.448 1.448 -0.299
N -1.143 2.445 -0.544
C -2.587 2.074 -0.671
N -2.958 0.856 -0.700
C -1.917 -0.248 -0.965
N -0.659 -0.150 -0.462
H 0.135 -0.464 -0.559
H -2.355 -1.315 -0.518
H -1.997 -0.276 -1.985
C -3.193 0.676 0.923
H -3.150 -0.513 1.122
C -4.575 1.110 1.385
N -5.767 0.248 0.785
C -5.830 -1.112 1.095
C -7.145 -1.356 0.744
H -7.234 -2.630 0.688
O -7.456 -1.313 -0.391
C -7.375 0.084 -0.943
C -6.090 0.723 -0.515
H -5.866 1.589 -0.652
H -5.352 0.171 -0.992
H -7.652 0.088 -1.999
H -8.171 0.456 -0.370
H -8.046 -0.985 1.252
H -5.472 -1.269 2.146
H -4.963 -1.723 0.560
H -4.575 1.975 1.127
H -4.659 1.090 2.351
H -2.591 1.189 1.611
H -3.098 2.809 -0.353
H -2.702 2.196 -1.969
H 1.361 2.728 -0.218
H 5.687 2.372 0.443
H 8.063 2.343 0.683
H 8.620 1.053 1.557
H 8.727 1.102 -0.460

Forces on atoms 1 to 3 (eV/Å):
C 4.2247 -3.1316 -0.5695
C -4.7657 12.2582 1.7260
C -2.4490 -10.5629 -1.9014

***

Entry 6:
DFT (ωB97M-V/def2-TZVPD) results for a 9-piece molecular cluster, C20H29N9 overall.

## Properties
ΔE to the lowest compared entry with this formula, charge and spin = 2.352 eV
charge = 0
multiplicity = 1
frontier orbital gap = 8.2881 eV

Atoms and positions in Å:
C 11.898 -41.429 -33.593
C 11.908 -41.773 -35.011
N 11.922 -42.042 -36.146
H 12.721 -42.070 -33.275
H 11.019 -41.882 -33.134
H 12.064 -40.393 -33.299
C 10.238 -27.219 -28.008
C 10.069 -25.961 -28.782
N 9.803 -25.005 -29.400
H 11.124 -27.754 -28.349
H 9.326 -27.717 -28.335
H 10.160 -27.102 -26.927
C 7.571 -33.370 -34.610
C 8.997 -33.661 -34.843
N 10.084 -33.971 -34.959
H 7.141 -34.104 -33.928
H 7.102 -33.430 -35.592
H 7.432 -32.359 -34.227
C 17.937 -36.434 -26.262
C 18.959 -37.283 -25.660
N 19.783 -37.904 -25.208
H 17.566 -36.876 -27.187
H 18.276 -35.410 -26.420
H 17.139 -36.251 -25.542
C 12.083 -42.003 -26.757
C 12.892 -41.222 -27.616
N 13.627 -40.530 -28.277
H 11.149 -41.444 -26.813
H 12.368 -41.836 -25.718
H 12.107 -43.071 -26.975
C 5.472 -36.615 -26.878
C 6.572 -37.353 -27.568
N 7.471 -37.927 -28.106
H 4.659 -36.960 -27.517
H 5.659 -35.543 -26.937
H 5.504 -36.824 -25.808
C 12.415 -34.303 -29.504
C 11.219 -33.507 -29.093
N 10.252 -32.908 -28.706
H 12.847 -33.842 -30.392
H 12.218 -35.327 -29.823
H 13.235 -34.393 -28.791
C 17.610 -35.332 -34.082
C 17.182 -36.742 -34.335
N 16.871 -37.865 -34.469
H 17.331 -34.711 -34.934
H 18.690 -35.195 -34.022
H 17.154 -34.988 -33.153
N 12.727 -31.525 -22.816
C 14.031 -31.990 -22.938
C 14.671 -32.113 -21.741
C 13.713 -31.710 -20.761
C 12.539 -31.297 -21.466
H 12.136 -31.419 -23.627
H 14.445 -32.214 -23.911
H 15.695 -32.385 -21.532
H 13.898 -31.610 -19.701
H 11.597 -31.012 -21.022

Forces on atoms 1 to 3 (eV/Å):
C 0.4320 -1.4479 -0.0595
C -0.4477 0.4613 -2.5336
N 0.0069 0.3907 2.2235

***

Entry 7:
DFT (ωB97M-V/def2-TZVPD) results for C20H30As2KN5O8 as an isolated structure.

## Properties
ΔE to the lowest compared entry with this formula, charge and spin = 1.162 eV
charge = 0
multiplicity = 1
frontier orbital gap = 6.7297 eV

Atoms and positions in Å:
K 0.912 1.405 -1.664
N -1.527 -1.394 -2.524
C -1.523 -1.656 -3.965
C -0.402 -0.857 -4.610
C 0.977 -1.255 -4.094
C 2.102 -0.415 -4.669
N 1.977 1.001 -4.264
H -2.231 -1.949 -2.052
H -1.743 -0.414 -2.349
H -2.471 -1.415 -4.459
H -1.344 -2.724 -4.124
H -0.596 0.203 -4.411
H -0.440 -0.985 -5.696
H 1.171 -2.302 -4.348
H 0.973 -1.212 -3.004
H 2.125 -0.529 -5.760
H 3.063 -0.779 -4.298
H 1.177 1.415 -4.735
H 2.783 1.512 -4.609
C -1.141 4.567 0.311
O -0.752 3.183 0.395
C 0.234 2.907 1.253
O 0.798 3.729 1.922
C 0.622 1.440 1.094
C 1.771 0.973 1.618
As 1.762 1.402 3.550
C 3.299 0.452 4.279
C 0.411 -0.107 3.665
C -0.480 -0.500 2.752
As -0.655 -0.025 0.785
C -2.380 0.885 0.989
C -1.544 -1.467 3.183
O -1.842 -1.730 4.317
O -2.147 -2.016 2.117
C -3.222 -2.917 2.414
C 0.391 -0.529 5.124
O 0.103 0.284 5.957
O 0.860 -1.730 5.486
C 1.150 -2.753 4.524
C 2.335 -0.351 1.146
O 2.738 -1.255 1.827
O 2.431 -0.369 -0.209
C 2.918 -1.607 -0.761
H -1.899 4.599 -0.466
H -0.282 5.181 0.053
H -1.543 4.895 1.267
H 4.137 1.147 4.238
H 3.534 -0.471 3.762
H 3.069 0.255 5.327
H -2.374 1.582 1.823
H -3.109 0.097 1.169
H -2.609 1.400 0.060
H -3.691 -3.125 1.457
H -3.926 -2.458 3.104
H -2.829 -3.831 2.854
H 1.915 -3.373 4.982
H 1.534 -2.335 3.598
H 0.253 -3.344 4.348
H 3.036 -1.420 -1.824
H 2.185 -2.393 -0.591
H 3.867 -1.877 -0.305
N -1.383 1.791 -2.192
C -2.277 2.427 -2.609
N -3.309 3.100 -2.949
C -3.396 3.727 -4.110
N -3.548 4.310 -5.097

Forces on atoms 1 to 3 (eV/Å):
K 1.1096 -0.0760 -0.4471
N -0.0631 -0.0001 0.0225
C 0.0455 -0.0038 0.1528

***

Entry 8:
DFT (ωB97M-V/def2-TZVPD) results for C20H30AsGeN2O4RuS as an isolated structure.

## Properties
<S²> = 8.7866
charge = +2
multiplicity = 6
frontier orbital gap (alpha / beta) = 7.8130 / 6.5307 eV

Atoms and positions in Å:
Ru 0.329 0.166 0.091
O 2.993 3.144 7.138
C 2.969 3.332 5.810
O 3.514 4.273 5.315
C 2.238 2.322 4.955
C 1.754 1.097 5.406
C 1.109 0.226 4.542
C 0.950 0.586 3.209
C 1.453 1.792 2.748
C 2.088 2.661 3.616
N 0.285 -0.253 2.248
C -0.552 -1.144 2.618
C -1.254 -1.966 1.624
C -2.031 -3.047 1.996
C -2.622 -3.812 0.995
C -2.410 -3.466 -0.326
C -1.626 -2.356 -0.617
N -1.068 -1.618 0.338
H 2.471 2.384 7.411
H 1.891 0.774 6.430
H 0.783 -0.732 4.921
H 1.361 2.072 1.704
H 2.488 3.606 3.276
H -0.781 -1.311 3.667
H -2.164 -3.290 3.041
H -3.232 -4.668 1.250
H -2.843 -4.039 -1.134
H -1.443 -2.046 -1.638
C -2.184 2.549 -2.576
As -0.347 2.261 -3.048
C -0.251 1.996 -4.937
C 0.734 3.776 -2.608
S 0.542 0.451 -2.222
H -2.352 3.624 -2.523
H -2.426 2.094 -1.621
H -2.795 2.115 -3.366
H -0.552 2.920 -5.432
H -0.922 1.186 -5.219
H 0.773 1.745 -5.206
H 0.157 4.680 -2.801
H 1.610 3.749 -3.255
H 1.038 3.742 -1.566
O -1.292 1.530 0.620
O -0.528 2.437 0.180
C 4.869 -1.151 -0.805
Ge 3.706 -0.090 0.328
C 4.230 -0.221 2.189
C 3.631 1.736 -0.346
C 1.921 -1.027 0.078
H 5.900 -0.834 -0.648
H 4.625 -1.008 -1.857
H 4.804 -2.214 -0.573
H 5.319 -0.175 2.234
H 3.923 -1.179 2.609
H 3.830 0.582 2.806
H 4.651 2.123 -0.379
H 3.046 2.420 0.268
H 3.237 1.742 -1.363
H 1.846 -1.826 0.819
H 1.884 -1.458 -0.930

Forces on atoms 1 to 3 (eV/Å):
Ru 0.5489 0.0599 -0.4882
O 0.0020 0.0109 -0.1726
C 0.0766 0.0667 0.1669

***

What did the fourth record say?
DFT (ωB97M-V/def2-TZVPD) results for one molecule with the formula C20H29N3O6S.

## Properties
ΔE to the lowest compared entry with this formula, charge and spin = 0.000 eV
charge = 0
multiplicity = 1
frontier orbital gap = 10.2253 eV

Atoms and positions in Å:
C 3.297 -3.126 2.314
C 1.950 -2.479 2.208
C 0.889 -3.147 1.605
C -0.357 -2.560 1.563
C -0.595 -1.312 2.104
C 0.462 -0.630 2.683
C 1.719 -1.211 2.733
H 2.536 -0.674 3.195
H 0.307 0.352 3.104
H -1.590 -0.900 2.066
S -1.701 -3.424 0.767
O -2.890 -3.281 1.552
O -1.278 -4.744 0.399
N -1.856 -2.508 -0.653
H -2.561 -1.791 -0.503
C -2.020 -3.254 -1.889
H -2.465 -2.597 -2.640
C -0.655 -3.761 -2.386
C 0.219 -2.575 -2.703
O 0.211 -1.961 -3.736
O 0.986 -2.247 -1.648
C 1.751 -1.048 -1.742
C 3.074 -1.229 -1.012
H 3.667 -2.002 -1.493
H 2.884 -1.514 0.019
H 3.618 -0.289 -1.032
C 0.989 0.154 -1.167
O 1.521 1.245 -1.094
N -0.277 -0.116 -0.787
C -1.279 0.775 -0.329
O -2.389 0.328 -0.117
N -0.884 2.034 -0.166
H 0.071 2.265 -0.421
C -1.774 3.100 0.243
C -1.180 3.855 1.435
C 0.067 4.645 1.039
C -0.249 5.605 -0.104
C -0.789 4.840 -1.308
C -2.043 4.058 -0.924
H -2.828 4.755 -0.624
H -2.408 3.487 -1.779
H -0.023 4.157 -1.681
H -1.030 5.537 -2.113
H 0.651 6.154 -0.386
H -0.994 6.331 0.228
H 0.861 3.961 0.731
H 0.430 5.203 1.904
H -0.939 3.145 2.228
H -1.936 4.543 1.817
H -2.711 2.616 0.539
H -0.621 -1.083 -0.832
H 1.926 -0.825 -2.805
H -0.206 -4.371 -1.604
H -0.806 -4.346 -3.292
H -2.673 -4.120 -1.736
H 1.014 -4.128 1.175
H 4.090 -2.382 2.341
H 3.469 -3.803 1.481
H 3.351 -3.707 3.234

Forces on atoms 1 to 3 (eV/Å):
C -0.0411 -0.0414 0.0727
C -0.1551 0.0585 0.0076
C 0.1021 -0.0710 0.0153

***

> Which value of multiplicity does entry 8 give?

6